1.
A 6-piece molecular cluster, C11H24Cl10O3P overall in a non-equilibrium geometry, computed with the ωB97M-V functional and the def2-TZVPD basis.

Computed properties:
total charge = +1
HOMO = -13.02 eV
frontier orbital gap = 9.5137 eV
F_max = 0.033 Eh/bohr
calculated total energy = -5602.1996 Ha

Geometry as XYZ:
```
49
Properties=species:S:1:pos:R:3:forces:R:3:mulliken_charge:R:1
C -3.6764 -0.0624 2.0575 0.30 -0.31 -0.27 -1.056
C -3.2513 -1.1647 1.0831 -0.36 0.35 0.45 0.282
O -1.9908 -1.7301 1.3973 -0.01 -0.13 -0.18 -0.473
C -0.8847 -1.1206 0.8026 0.10 -0.12 0.30 -0.143
C -0.0806 -0.3273 1.8405 0.29 -0.64 0.02 -0.520
O 0.5665 0.8826 1.3099 -0.49 -0.19 0.19 -0.178
P -0.3733 2.0010 0.7635 0.44 0.64 -0.64 0.271
C -0.6032 2.0022 -1.0199 -0.87 -0.49 0.72 -0.260
C -2.0600 1.7782 -1.4351 -0.55 0.21 -1.57 -0.067
O -2.4125 1.8879 -2.5887 0.56 -0.09 1.60 -0.433
H -2.8237 0.4333 2.5060 0.21 0.22 0.01 0.244
H -4.2159 -0.5204 2.8719 -0.28 0.08 0.29 0.370
H -4.2977 0.6707 1.5587 -0.28 0.17 0.04 0.291
H -3.9831 -1.9488 1.1735 -0.12 -0.49 -0.10 -0.074
H -3.2980 -0.8312 0.0489 0.28 0.09 -0.28 0.264
H -1.1641 -0.5228 -0.0666 -0.15 0.25 -0.11 0.256
H -0.2398 -1.9058 0.4317 0.15 -0.20 -0.26 0.110
H 0.7329 -0.9452 2.1858 0.40 0.04 0.06 0.276
H -0.6724 -0.1032 2.7163 -0.30 0.42 0.07 0.424
H -1.6352 1.9328 1.3628 0.04 -0.02 0.15 0.113
H 0.2153 3.2145 1.1024 -0.01 0.01 0.17 0.164
H -0.0582 1.1377 -1.3855 0.42 -0.03 -0.27 0.341
H -0.2087 2.9064 -1.4611 0.18 0.14 -0.08 0.453
H -2.7748 1.4859 -0.6417 -0.06 -0.01 -0.06 0.257
C 4.0736 2.0693 0.8519 0.06 -0.01 0.16 0.407
Cl 3.1409 2.1346 -0.6599 -0.06 -0.06 0.15 -0.075
Cl 4.6029 3.6730 1.3531 -0.02 -0.04 0.02 -0.158
H 3.4417 1.6531 1.6276 -0.07 0.01 -0.02 0.148
H 4.9424 1.4423 0.6957 0.04 0.04 -0.14 -0.318
C 7.0306 -0.9550 0.9149 0.04 -0.06 0.06 -0.300
Cl 6.0870 -0.8905 -0.5808 -0.07 -0.03 -0.03 -0.128
Cl 7.5709 0.6528 1.4083 0.00 0.01 0.05 -0.139
H 6.4074 -1.3666 1.6990 -0.05 0.02 0.00 0.259
H 7.8976 -1.5828 0.7530 0.05 0.05 -0.07 0.319
C 2.9124 -3.4303 -1.7617 0.06 -0.15 -0.02 -0.427
Cl 2.3165 -1.9152 -1.0531 -0.05 0.16 -0.01 -0.060
Cl 3.6057 -4.4910 -0.5380 -0.01 0.01 -0.02 -0.140
H 2.0815 -3.9372 -2.2354 -0.06 0.01 0.05 0.327
H 3.6762 -3.1855 -2.4888 0.05 0.07 0.04 0.305
C 0.6587 3.9959 -4.3410 -0.12 0.06 -0.09 -0.330
Cl 1.4502 2.8548 -3.2331 0.25 0.05 -0.50 -0.074
Cl 0.3696 5.5493 -3.5575 -0.03 -0.02 0.00 -0.150
H 1.3030 4.1434 -5.1981 0.09 0.02 0.05 0.323
H -0.2920 3.5743 -4.6443 -0.02 -0.03 0.06 0.291
C -6.8655 -3.9703 0.8856 0.00 -0.05 -0.03 -0.276
Cl -6.6031 -3.1375 -0.6514 0.01 -0.02 -0.01 -0.148
Cl -6.5002 -2.9259 2.2666 0.00 0.00 0.07 -0.140
H -7.9035 -4.2708 0.9473 -0.04 0.08 -0.01 0.317
H -6.2152 -4.8348 0.9264 0.06 0.02 0.00 0.257
```
Positions in Å, forces in eV/Å.

---

2.
One molecule with the formula C5H6O in a non-equilibrium geometry, computed with the ωB97M-V functional and the def2-TZVPD basis.

Computed properties:
relative energy (zero: lowest compared OMol25 entry of this formula, charge and spin) = 132.9 kcal/mol
HOMO (spin up / spin down) = -8.16 / -8.36 eV
frontier orbital gap (spin up / spin down) = 7.4435 / 7.5484 eV
F_max = 0.025 Eh/bohr
calculated total energy = -269.1344 Ha

Geometry as XYZ:
```
12
Properties=species:S:1:pos:R:3:forces:R:3:mulliken_charge:R:1
C -0.0139 2.5720 0.5971 0.28 0.52 -0.20 -0.656
C -0.1619 1.2325 0.4164 0.05 -0.54 0.30 -0.038
C -0.0100 0.1547 -0.4364 0.27 0.52 0.48 -0.478
C 0.4214 -1.1585 -0.0049 -0.03 0.19 0.07 0.268
C -0.5916 -2.2562 -0.0695 -0.24 -0.11 0.17 -0.342
O 0.4373 -2.1981 -1.0041 0.11 0.05 -0.11 -0.370
H -0.7132 3.0514 1.2819 0.51 -0.07 0.11 0.235
H -0.5540 1.0117 1.4184 -0.81 -1.01 -0.11 0.225
H 0.8299 3.1608 0.2608 -0.23 0.10 -0.55 0.231
H 1.2186 -1.2916 0.7303 -0.12 0.11 -0.08 0.404
H -1.5931 -2.0399 -0.4410 0.19 0.03 0.03 0.269
H -0.5254 -3.0517 0.6767 0.01 0.21 -0.11 0.251
```
Positions in Å, forces in eV/Å.

---

3.
One molecule with the formula C4H4O2, computed with the ωB97M-V functional and the def2-TZVPD basis.

Computed properties:
relative energy (zero: lowest compared OMol25 entry of this formula, charge and spin) = 164.0 kcal/mol
HOMO = -8.21 eV
frontier orbital gap = 8.3941 eV
F_max = 0.016 Eh/bohr
calculated total energy = -305.0180 Ha

Geometry as XYZ:
```
10
Properties=species:S:1:pos:R:3:forces:R:3:mulliken_charge:R:1
O -0.0150 -0.1032 -2.4745 -0.33 0.18 0.70 -0.367
C -0.5327 0.1586 -1.4447 0.15 -0.23 -0.75 0.197
O 0.2430 0.5822 -0.3445 0.10 0.01 0.29 -0.064
C 1.5810 -0.2534 0.4024 0.12 0.00 -0.23 -0.505
C -0.2983 0.4239 0.9017 -0.48 0.08 0.15 0.146
C -1.2464 0.5058 1.6639 0.43 -0.06 -0.25 -0.528
H -1.5937 0.1472 -1.1587 0.11 0.00 -0.05 0.337
H 1.6373 -1.1195 -0.2740 -0.04 0.11 0.13 0.203
H 2.3764 0.4487 0.1190 -0.13 -0.09 0.08 0.211
H -1.7971 0.3970 2.5704 0.07 0.01 -0.07 0.369
```
Positions in Å, forces in eV/Å.

---

4.
C27H28BrN3O11P2PtS as an isolated structure, computed with the ωB97M-V functional and the def2-TZVPD basis.

Computed properties:
relative energy (zero: lowest compared OMol25 entry of this formula, charge and spin) = 0.0 kcal/mol
total charge = -2
HOMO = -1.78 eV
frontier orbital gap = 6.1339 eV
F_max = 0.014 Eh/bohr
calculated total energy = -5812.2788 Ha

Geometry as XYZ:
```
74
Properties=species:S:1:pos:R:3:forces:R:3:mulliken_charge:R:1
Pt 1.1438 0.0378 1.4852 0.10 0.22 -0.13 1.889
O 3.4456 0.3544 4.7342 0.06 0.05 0.12 -0.505
P 2.0112 0.9918 4.3642 -0.21 -0.60 -0.28 0.405
O 1.3347 1.5665 5.5312 -0.01 0.03 0.05 -0.779
O 1.2713 -0.0737 3.5360 0.00 0.49 0.00 -0.269
O 2.4371 2.1465 3.3002 0.15 0.21 -0.05 -0.267
P 3.5543 1.8665 2.1648 0.04 -0.27 -0.02 0.499
O 3.2907 3.1093 1.1781 -0.02 0.02 -0.06 -0.502
O 4.9004 1.9438 2.7874 0.01 -0.08 0.03 -0.828
O 3.1889 0.5937 1.4164 -0.20 0.38 0.08 -0.475
H 4.1839 0.8351 4.3147 0.01 -0.01 -0.03 0.378
H 3.5507 3.9291 1.6123 0.03 -0.03 -0.01 0.278
Br 0.3760 -3.7293 -0.6605 0.04 0.01 -0.01 -0.169
C 2.1269 -3.2034 -0.1103 -0.06 0.04 -0.08 0.286
C 3.1716 -3.3397 -1.0162 -0.09 0.03 0.04 -0.529
C 4.4284 -2.9766 -0.5746 0.05 0.00 0.00 -0.256
C 4.5846 -2.4971 0.7194 0.00 0.02 0.01 -0.646
C 3.4616 -2.3794 1.5173 -0.10 0.13 -0.04 -0.177
N 2.2392 -2.7302 1.1038 0.21 -0.35 0.02 -0.047
H 2.9846 -3.6828 -2.0221 0.01 0.01 0.00 0.365
H 5.2775 -3.0457 -1.2441 0.00 0.00 0.00 0.340
H 5.5476 -2.1759 1.0917 0.00 0.01 0.00 0.402
H 3.5134 -1.9341 2.5046 0.02 -0.06 0.02 0.350
C -3.3681 2.9932 1.1026 0.00 -0.02 -0.05 -0.716
C -3.6805 1.9707 1.9905 0.00 -0.03 -0.02 -0.522
C -2.8612 0.8611 2.1214 -0.04 0.00 -0.01 -0.164
C -1.6873 0.7265 1.3582 0.09 -0.02 -0.05 -0.136
C -1.3827 1.7721 0.4665 -0.01 0.01 0.01 0.259
C -2.2048 2.8776 0.3470 -0.03 -0.02 -0.01 -0.356
N -0.8262 -0.3503 1.4978 -0.10 -0.10 0.24 -0.169
C -1.3245 -1.5979 1.8424 0.00 -0.01 -0.06 0.398
C -0.5859 -2.4846 2.6396 -0.02 0.00 0.03 -0.585
C -1.0518 -3.7616 2.9002 0.02 0.01 0.03 -0.642
C -2.2664 -4.2094 2.3953 -0.01 0.00 -0.01 -0.680
C -3.0124 -3.3387 1.6091 0.02 -0.02 0.00 -0.703
C -2.5527 -2.0630 1.3352 0.03 0.07 0.01 0.339
H -4.0090 3.8615 1.0074 0.00 0.00 0.00 0.367
H -4.5684 2.0438 2.6099 0.00 0.00 0.00 0.351
H -3.1062 0.0928 2.8431 0.00 0.00 0.00 0.468
H -0.4833 1.6894 -0.1285 -0.01 -0.01 0.01 -0.361
H -1.9352 3.6572 -0.3574 -0.01 0.01 0.00 0.424
H 0.3603 -2.1538 3.0396 0.00 0.00 0.01 0.495
H -0.4472 -4.4210 3.5136 0.00 0.00 0.00 0.373
H -2.6194 -5.2128 2.6005 0.00 -0.01 0.00 0.329
H -3.9584 -3.6621 1.1869 -0.01 0.00 0.00 0.370
H -3.1360 -1.4059 0.7040 0.02 -0.05 0.02 0.262
C -4.3800 -0.2660 -1.4092 -0.07 -0.01 0.02 -1.488
C -3.2896 0.1931 -2.3323 0.06 0.03 -0.01 0.956
C -2.0881 -0.5076 -2.4182 -0.01 -0.01 0.00 -0.289
C -1.0583 -0.0579 -3.2265 0.01 -0.01 -0.01 -0.117
C -1.2150 1.1269 -3.9368 0.02 -0.01 -0.01 -0.059
C -2.3988 1.8425 -3.8602 -0.03 0.04 0.02 -0.574
C -3.4339 1.3618 -3.0730 0.00 0.01 0.01 -0.687
S 0.1306 1.7698 -4.9027 -0.06 0.01 -0.02 1.452
O -0.1674 3.1585 -5.1454 0.00 -0.02 -0.01 -0.766
O 0.3687 0.8901 -6.0157 0.01 -0.01 0.02 -0.760
N 1.4389 1.6915 -3.9480 0.04 -0.09 0.07 -0.338
C 1.3610 2.3624 -2.6390 -0.03 0.01 0.05 -0.504
C 2.2218 1.6399 -1.5996 0.08 0.01 0.04 -0.384
C 1.7997 0.1799 -1.5027 -0.02 0.17 -0.08 0.456
O 2.0871 -0.5660 -2.4532 0.01 0.03 -0.02 -0.896
O 1.0453 -0.1802 -0.5407 -0.04 -0.38 0.06 -0.725
H -4.4322 -1.3550 -1.3673 0.01 0.01 0.00 0.389
H -5.3518 0.1182 -1.7239 0.00 0.00 0.00 0.491
H -4.1890 0.0956 -0.3957 0.00 0.07 0.00 0.091
H -1.9328 -1.3995 -1.8214 -0.01 0.00 0.02 0.095
H -0.1302 -0.6152 -3.2606 0.05 0.02 0.01 0.478
H -2.4917 2.7763 -4.3981 0.01 -0.01 0.00 0.463
H -4.3586 1.9243 -3.0037 0.00 0.00 0.01 0.317
H 1.7682 0.7243 -3.8360 0.01 0.01 -0.02 0.392
H 0.3261 2.3790 -2.2778 -0.01 0.02 -0.02 0.092
H 1.6857 3.3970 -2.7510 0.02 -0.01 0.02 0.435
H 2.0914 2.1396 -0.6453 0.03 0.02 0.07 -0.155
H 3.2769 1.6855 -1.8742 -0.02 0.01 -0.04 0.490
```
Positions in Å, forces in eV/Å.

---

5.
An isolated ion of composition C2H3F3NO4S and charge +1 in a non-equilibrium geometry, computed with the ωB97M-V functional and the def2-TZVPD basis.

Computed properties:
relative energy (zero: lowest compared OMol25 entry of this formula, charge and spin) = 4.9 kcal/mol
total charge = +1
HOMO = -17.00 eV
SMILES = C[N+](=O)OS(=O)(=O)C(F)(F)F
frontier orbital gap = 9.3478 eV
F_max = 0.177 Eh/bohr
calculated total energy = -1131.0009 Ha

Geometry as XYZ:
```
14
Properties=species:S:1:pos:R:3:forces:R:3:mulliken_charge:R:1
C -2.1887 0.1497 0.9237 -7.55 -2.36 4.46 -0.767
C 1.9407 -1.1580 -0.6104 0.32 0.24 -0.35 0.764
N -1.2510 0.7065 0.1660 6.63 2.20 -2.28 0.861
O -1.3235 1.4579 -0.7310 -1.10 -1.15 1.30 -0.260
O 0.9110 0.9302 -1.7609 -0.09 -0.11 -0.18 -0.501
O 2.3262 1.5118 0.2088 -0.07 -0.81 -0.01 -0.466
O 0.1226 0.4018 0.6588 -2.56 0.42 -0.81 -0.344
F 2.4835 -1.3069 -1.8104 0.03 -0.16 0.90 -0.160
F 2.7216 -1.5277 0.3721 -0.22 -0.05 -0.43 -0.151
F 0.7555 -1.7185 -0.5696 -0.17 -1.20 -0.01 -0.191
S 1.4815 0.6350 -0.5063 -0.07 1.86 0.18 1.104
H -2.9396 -0.5937 0.4586 1.58 0.98 -0.49 0.371
H -3.0308 0.8780 1.3039 1.79 -0.35 -1.22 0.372
H -2.0089 -0.3663 1.8968 1.48 0.47 -1.07 0.368
```
Positions in Å, forces in eV/Å.

---

6.
A 2-piece molecular cluster, C2HF3O2 overall in a non-equilibrium geometry, computed with the ωB97M-V functional and the def2-TZVPD basis.

Computed properties:
relative energy (zero: lowest compared OMol25 entry of this formula, charge and spin) = 208.4 kcal/mol
HOMO (spin up / spin down) = -10.23 / -10.40 eV
frontier orbital gap (spin up / spin down) = 9.2716 / 9.3209 eV
F_max = 0.070 Eh/bohr
calculated total energy = -526.5909 Ha

Geometry as XYZ:
```
8
Properties=species:S:1:pos:R:3:forces:R:3:mulliken_charge:R:1
C -0.9304 0.1984 -0.4494 0.94 0.75 1.01 0.116
C -1.1252 -0.7104 0.4667 -1.17 -3.33 0.62 0.480
O 2.1629 0.6636 -0.6561 0.54 -0.29 -0.16 -0.157
O 1.2869 1.4670 -0.1158 -0.90 0.30 0.11 -0.234
F -1.5857 1.0254 -1.1882 -0.32 -0.52 -0.13 -0.158
F -2.1756 -1.6553 0.4980 1.22 2.06 -0.22 -0.229
F -0.2215 -1.2238 1.3402 -0.49 1.25 -1.22 -0.180
H 2.5888 0.2352 0.1047 0.17 -0.21 0.00 0.363
```
Positions in Å, forces in eV/Å.